This record from the OMol25 dataset describes a cluster of 9 separate species, H18O9 in total in a non-equilibrium geometry. The level of theory is ωB97M-V with the def2-TZVPD basis set.

Summary:
SMILES string	O.O.O.O.O.O.O.O.O
frontier orbital gap	10.269	eV
DFT total energy	-687.90387	Ha
E_LUMO	-0.200	eV
energy relative to the best compared isomer or geometry (same formula, charge and spin)	320.1	kJ/mol

Atoms and positions in Å:
O -0.675 0.052 0.764
H -0.429 0.651 0.050
H 0.130 -0.033 1.288
O 5.267 0.829 1.539
H 5.622 0.478 2.363
H 4.334 0.980 1.730
O 1.676 -2.658 -2.243
H 1.024 -3.236 -2.654
H 1.188 -1.848 -2.056
O -3.736 0.187 -0.645
H -3.887 -0.634 -1.126
H -4.333 0.131 0.109
O -2.625 -2.467 3.774
H -1.991 -3.125 3.466
H -2.286 -1.634 3.428
O -3.578 -1.084 -2.660
H -3.968 -1.159 -3.538
H -2.677 -1.407 -2.775
O 3.441 1.921 -2.415
H 2.547 1.643 -2.644
H 3.897 1.967 -3.264
O -2.383 5.297 1.239
H -1.840 4.634 0.796
H -2.267 6.090 0.704
O 2.420 -1.476 1.613
H 2.581 -2.091 2.337
H 2.548 -2.009 0.820

Computed natural (NBO) charges, given in elementary charges:
1 O -0.940
2 H 0.465
3 H 0.475
4 O -0.935
5 H 0.463
6 H 0.472
7 O -0.937
8 H 0.469
9 H 0.468
10 O -0.962
11 H 0.481
12 H 0.457
13 O -0.939
14 H 0.465
15 H 0.474
16 O -0.939
17 H 0.485
18 H 0.477
19 O -0.931
20 H 0.462
21 H 0.469
22 O -0.934
23 H 0.468
24 H 0.466
25 O -0.953
26 H 0.472
27 H 0.482

***

This record from the OMol25 dataset describes a structure of composition C21H37Cl2FeN2O4 in a non-equilibrium geometry. The level of theory is ωB97M-V with the def2-TZVPD basis set.

Summary:
frontier orbital gap (spin up / spin down)	8.368 / 7.254	eV
spin multiplicity	6
DFT total energy	-3417.00220	Ha
E_LUMO (spin up / spin down)	0.416 / -0.677	eV
energy relative to the best compared isomer or geometry (same formula, charge and spin)	27.8	kJ/mol

Atoms and positions in Å:
O -0.016 -0.214 -1.485
C 0.770 -0.803 -2.436
C -0.025 -1.852 -3.232
C -1.232 -2.396 -2.794
H -1.662 -2.087 -1.831
C -1.876 -3.383 -3.557
H -2.827 -3.791 -3.206
C -1.303 -3.848 -4.749
H -1.791 -4.640 -5.328
C -0.085 -3.300 -5.186
H 0.384 -3.659 -6.104
C 0.535 -2.299 -4.438
H 1.490 -1.858 -4.752
H 1.106 -0.058 -3.211
C 3.045 -0.290 -1.386
C 2.085 -1.335 -1.835
H 4.047 -0.705 -1.249
H 2.701 0.102 -0.414
H 3.100 0.533 -2.112
C 2.165 -2.622 -1.547
C 3.243 -3.265 -0.738
H 1.369 -3.297 -1.853
H 3.774 -4.020 -1.343
H 2.764 -3.787 0.102
H 3.977 -2.570 -0.316
Fe 0.026 -0.546 0.477
Cl -1.668 -2.099 0.631
Cl 1.834 -1.589 1.483
C -0.189 -0.821 3.405
O -0.346 0.142 2.617
N -0.127 -0.749 4.722
C -0.159 0.541 5.381
C -0.185 -1.961 5.532
H -0.041 -1.824 2.995
H -0.170 1.319 4.609
H 0.724 0.666 6.017
H -1.059 0.617 6.004
H -0.295 -2.823 4.867
H -1.047 -1.912 6.211
H 0.734 -2.082 6.122
H 2.453 4.445 1.355
H 1.117 5.569 -0.671
C 2.729 3.729 0.567
C 1.340 4.666 -1.259
N 1.646 3.557 -0.374
H 3.000 2.770 1.025
C 0.885 2.454 -0.365
O 1.014 1.544 0.492
H 0.481 4.406 -1.878
H 0.135 2.402 -1.175
H 3.599 4.137 0.042
H 2.201 4.886 -1.905
C -4.132 0.238 0.484
C -2.990 0.659 -0.418
O -1.797 1.048 0.317
C -2.032 2.065 1.320
C -2.519 3.367 0.731
H -3.787 -0.574 1.126
H -4.947 -0.131 -0.148
H -4.517 1.068 1.087
H -2.668 -0.196 -1.017
H -3.257 1.488 -1.094
H -2.728 1.675 2.075
H -1.069 2.206 1.814
H -3.534 3.251 0.331
H -2.542 4.117 1.530
H -1.849 3.717 -0.062

Computed natural (NBO) charges, given in elementary charges:
1 O -0.845
2 C 0.047
3 C 0.064
4 C -0.258
5 H 0.240
6 C -0.208
7 H 0.209
8 C -0.231
9 H 0.209
10 C -0.221
11 H 0.208
12 C -0.226
13 H 0.207
14 H 0.148
15 C -0.658
16 C -0.034
17 H 0.218
18 H 0.228
19 H 0.202
20 C -0.166
21 C -0.648
22 H 0.210
23 H 0.208
24 H 0.230
25 H 0.211
26 Fe 1.637
27 Cl -0.589
28 Cl -0.584
29 C 0.551
30 O -0.726
31 N -0.397
32 C -0.422
33 C -0.400
34 H 0.180
35 H 0.243
36 H 0.204
37 H 0.198
38 H 0.227
39 H 0.202
40 H 0.204
41 H 0.199
42 H 0.201
43 C -0.423
44 C -0.401
45 N -0.400
46 H 0.251
47 C 0.559
48 O -0.705
49 H 0.218
50 H 0.171
51 H 0.204
52 H 0.204
53 C -0.652
54 C -0.066
55 O -0.600
56 C -0.066
57 C -0.637
58 H 0.239
59 H 0.221
60 H 0.195
61 H 0.223
62 H 0.170
63 H 0.180
64 H 0.212
65 H 0.210
66 H 0.217
67 H 0.202

***

Look up the energy relative to the best compared isomer or geometry (same formula, charge and spin) of the second one. 27.8 kJ/mol